No. 1
A cluster of 2 separate species, C2H3OS2 in total in a non-equilibrium geometry, computed with wB97M-V/def2-TZVPD.

XYZ file:
```
8
Properties=species:S:1:pos:R:3:mulliken_charge:R:1
S 3.05 -0.89 -0.56 -0.284
S -1.68 -0.92 1.05 -0.798
O 3.97 0.59 1.52 -0.358
C 3.51 0.01 0.63 0.634
C -0.75 -0.51 -0.43 -0.586
H 0.19 -0.04 -0.16 -0.017
H -0.45 -1.33 -0.92 0.205
H -1.36 0.14 -1.01 0.203
```

## Properties
E_LUMO: 0.1021 hartree
Gap between HOMO and LUMO: 0.1730 hartree
Charge: -1
Energy relative to the best compared isomer or geometry (same formula, charge and spin): 124.76 kJ/mol


No. 2
A cluster of 2 separate species, C2H3OS3 in total in a non-equilibrium geometry, computed with wB97M-V/def2-TZVPD.

XYZ file:
```
9
Properties=species:S:1:pos:R:3:mulliken_charge:R:1
S 1.64 -2.15 1.04 -0.435
S -1.78 -0.27 0.19 -0.338
S 1.60 -0.69 -1.45 -0.396
O 0.84 0.63 1.14 -0.582
C 0.91 -1.26 -0.12 0.098
C -0.57 -1.35 -0.16 -0.196
H 0.88 -0.07 1.76 0.296
H 0.11 1.20 1.42 0.285
H -0.93 -2.28 -0.72 0.269
```

## Properties
E_LUMO: 0.1238 hartree
Gap between HOMO and LUMO: 0.2580 hartree
Charge: -1
Energy relative to the best compared isomer or geometry (same formula, charge and spin): 115.68 kJ/mol


No. 3
A structure of composition C2H3OZn in a non-equilibrium geometry, computed with wB97M-V/def2-TZVPD.

XYZ file:
```
7
Properties=species:S:1:pos:R:3:mulliken_charge:R:1
Zn 2.87 -0.36 -0.12 0.871
O 1.22 -0.35 -0.31 -0.287
C -0.10 -0.25 -0.42 0.207
C -0.93 0.27 0.50 -0.563
H -0.48 -0.17 -1.46 0.272
H -2.00 0.27 0.31 0.267
H -0.58 0.58 1.49 0.233
```

## Properties
E_LUMO (spin up / spin down): -0.3147 / -0.3266 hartree
Gap between HOMO and LUMO (spin up / spin down): 0.1882 / 0.1430 hartree
Charge: +1
Energy relative to the best compared isomer or geometry (same formula, charge and spin): 192.61 kJ/mol